{
  "formula": "C33H36N4O3S3Tc",
  "method": "wB97M-V/def2-TZVPD",
  "e_homo_ev": [-13.59, -13.60],
  "e_above_lowest_kcal_mol": 0.0,
  "max_force_ev_per_a": 0.62,
  "spin_multiplicity": 4,
  "total_charge": 2,
  "s2": 3.81,
  "e_tot_ha": -2998.55798,
  "gap_ev": [6.01, 5.82],
  "species": ["Tc", "S", "S", "S", "O", "O", "O", "N", "N", "N", "N", "C", "C", "C", "C", "C", "C", "C", "C", "C", "C", "C", "C", "C", "C", "C", "C", "C", "C", "C", "C", "C", "C", "C", "C", "C", "C", "C", "C", "C", "C", "C", "C", "C", "H", "H", "H", "H", "H", "H", "H", "H", "H", "H", "H", "H", "H", "H", "H", "H", "H", "H", "H", "H", "H", "H", "H", "H", "H", "H", "H", "H", "H", "H", "H", "H", "H", "H", "H", "H"],
  "coordinates": [[-0.7226, -0.9837, -2.1176], [-4.6696, -6.8405, -1.3363], [-1.0577, 1.2516, -1.9185], [-1.2844, -1.1604, 0.0732], [-6.0547, -6.9861, -1.6289], [-3.7308, -7.8436, -1.7146], [-4.4003, -6.2542, 0.0641], [3.2983, 0.8971, 0.3916], [-1.5055, 2.7764, 0.1937], [-1.2919, 0.6572, 1.9876], [-2.6581, -1.5613, -3.2710], [3.2114, 2.1350, 1.1406], [-1.0262, 2.0215, 2.4663], [0.7624, 4.3904, -1.5583], [-0.0360, 5.7324, 0.2724], [-1.2826, 1.5721, -0.2474], [-2.7385, -5.1320, -2.2502], [0.0218, -0.8800, 3.4578], [2.6348, -2.3327, -3.5122], [1.1837, 6.3920, 0.3222], [-1.7597, 3.0212, 1.6188], [-4.0770, -5.2500, -1.8735], [-1.5601, 3.9760, -0.6849], [1.9789, 5.0543, -1.5116], [-3.1762, -2.8439, -2.8201], [-4.5034, -2.9630, -2.4285], [0.7574, -0.1056, 4.3532], [1.9870, -0.5485, 4.8146], [3.4137, -0.2427, 1.2912], [1.3774, -1.9960, -3.0227], [2.1675, 0.7544, -0.4873], [-1.3468, -0.4305, 3.0000], [2.1938, 6.0485, -0.5656], [-1.2794, 0.4288, 0.7021], [-4.9611, -4.1720, -1.9390], [1.2303, -1.0116, -2.0401], [2.3360, -0.3331, -1.5193], [0.5284, -2.1068, 3.0384], [3.5816, -0.6706, -2.0192], [1.7600, -2.5495, 3.5010], [2.4899, -1.7709, 4.3871], [3.7292, -1.6569, -2.9994], [-2.2970, -3.9187, -2.7362], [-0.2488, 4.7189, -0.6576], [1.2444, 0.5507, 0.0965], [-1.9077, -1.2575, 2.5729], [-1.3585, 2.0959, 3.4978], [0.3531, 0.8256, 4.7369], [4.2853, -0.1200, 1.9317], [-2.0816, -5.9876, -2.1695], [-2.5392, -1.5541, -4.2834], [2.0109, 1.7066, -1.0069], [3.4427, -2.1235, 4.7605], [-2.8394, 2.9842, 1.7874], [-5.1769, -2.1170, -2.5070], [0.5901, 3.6350, -2.3159], [0.0515, 2.1991, 2.4351], [-1.9265, -0.0288, 3.8304], [-3.3450, -0.8388, -3.0688], [-0.0560, -2.7351, 2.3775], [-1.2690, -3.8181, -3.0676], [3.5329, -1.1658, 0.7256], [2.7542, 4.8093, -2.2261], [-5.9881, -4.2984, -1.6213], [-1.4037, 4.0220, 1.8523], [4.0977, 2.2516, 1.7620], [2.5429, 0.0493, 5.5251], [-2.3715, 4.5937, -0.2989], [2.7534, -3.1010, -4.2639], [4.4521, -0.1562, -1.6305], [2.3255, 2.1468, 1.8083], [-0.8351, 6.0404, 0.9395], [-1.8247, 3.6541, -1.6878], [0.5087, -2.5423, -3.4285], [2.5195, -0.3387, 1.9320], [3.1405, 6.5720, -0.5364], [2.1372, -3.5143, 3.1877], [4.7202, -1.8953, -3.3640], [3.1474, 2.9851, 0.4622], [1.3373, 7.1877, 1.0392]],
  "atomic_forces_ev_per_a": [[0.02, -0.06, -0.05], [-0.10, -0.29, -0.54], [0.03, 0.01, 0.03], [-0.06, -0.02, 0.01], [0.10, 0.06, 0.10], [-0.07, 0.07, 0.08], [0.07, 0.11, 0.46], [0.07, -0.01, -0.01], [-0.01, 0.03, 0.07], [0.04, 0.07, 0.04], [-0.11, -0.01, 0.07], [-0.01, -0.04, 0.03], [0.02, 0.00, 0.01], [0.00, -0.01, 0.01], [-0.01, 0.01, 0.02], [0.07, 0.12, -0.26], [-0.07, 0.00, 0.08], [-0.02, -0.01, -0.03], [0.05, -0.01, -0.01], [0.02, 0.01, 0.00], [-0.05, 0.00, 0.01], [0.00, 0.05, -0.13], [-0.02, 0.08, 0.00], [0.00, 0.00, 0.01], [0.06, 0.03, 0.04], [0.00, 0.09, 0.02], [-0.03, 0.01, 0.03], [0.03, 0.02, -0.01], [-0.07, 0.08, 0.00], [-0.07, 0.09, 0.05], [0.01, 0.03, 0.05], [0.09, 0.01, 0.07], [-0.01, 0.00, 0.00], [-0.09, -0.28, 0.13], [0.04, -0.04, 0.04], [0.03, -0.05, -0.15], [0.01, -0.01, 0.07], [-0.02, 0.02, 0.00], [0.02, -0.05, -0.02], [-0.02, -0.02, 0.04], [0.00, 0.00, -0.01], [-0.01, 0.01, 0.01], [0.06, 0.05, -0.07], [0.03, -0.03, 0.02], [0.00, -0.01, -0.04], [-0.02, -0.01, -0.02], [-0.02, -0.01, 0.02], [0.02, -0.02, -0.01], [0.01, 0.00, 0.00], [-0.02, -0.01, -0.02], [0.04, -0.07, 0.00], [-0.03, -0.01, 0.00], [-0.02, 0.01, -0.01], [0.00, 0.02, -0.04], [0.01, -0.03, 0.00], [0.00, 0.02, 0.01], [0.03, -0.05, 0.02], [0.00, 0.03, 0.00], [-0.03, 0.02, -0.08], [0.01, 0.01, -0.01], [0.00, 0.00, -0.01], [0.00, -0.03, 0.00], [-0.01, 0.00, 0.01], [0.02, -0.02, -0.04], [0.00, 0.00, 0.00], [-0.02, 0.02, 0.02], [-0.01, -0.01, -0.01], [-0.01, -0.02, 0.01], [0.00, 0.02, 0.02], [-0.02, 0.00, -0.01], [0.04, 0.02, -0.02], [0.02, 0.00, -0.02], [-0.01, -0.01, -0.02], [0.01, 0.03, 0.00], [0.05, 0.01, -0.03], [-0.02, -0.01, 0.00], [0.00, 0.02, 0.00], [-0.02, 0.01, 0.01], [-0.01, 0.03, -0.01], [0.00, -0.01, -0.01]]
}

---

{
  "formula": "C5H6N3O5S",
  "method": "wB97M-V/def2-TZVPD",
  "e_homo_ev": -4.46,
  "e_above_lowest_kcal_mol": 17.4,
  "max_force_ev_per_a": 4.06,
  "total_charge": -1,
  "e_tot_ha": -1132.75886,
  "gap_ev": 7.83,
  "species": ["S", "O", "O", "O", "O", "O", "N", "N", "N", "C", "C", "C", "C", "C", "H", "H", "H", "H", "H", "H"],
  "coordinates": [[-1.7528, 0.0198, 0.4506], [0.4116, -3.0896, -0.9256], [0.0082, 2.4366, 3.1635], [1.5699, -2.2520, 0.8933], [-1.7551, 1.4707, 0.2698], [-2.6000, -0.7716, -0.4066], [-1.8121, -0.3996, 1.9639], [-1.2223, 0.5525, 2.7222], [-0.0541, -0.3784, -0.1742], [-0.6116, 1.5575, 2.7467], [1.1992, 0.5907, -1.6418], [-0.1065, -0.2572, -1.6603], [1.1076, 0.5511, -0.1074], [0.8499, -2.4666, -0.0179], [1.1629, 1.5163, -2.0897], [-0.0789, -1.1787, -2.0531], [2.1131, 0.1900, -2.0113], [-0.9683, 0.3354, -1.8212], [0.6371, 1.4569, 0.3043], [1.9020, 0.1164, 0.3950]],
  "atomic_forces_ev_per_a": [[1.66, 0.75, -0.13], [-0.08, 1.04, 0.79], [1.99, 3.29, 0.41], [-0.63, 0.00, -0.49], [-0.20, -0.34, -0.21], [0.44, -0.06, 0.52], [-0.75, -0.79, -1.24], [-0.59, -1.33, 0.30], [-1.06, -1.71, -0.39], [-0.73, -1.37, 0.54], [-0.37, -1.61, 1.25], [1.08, 3.13, 2.34], [-3.26, 1.46, -0.66], [0.79, -0.92, 0.15], [-0.57, 2.30, -0.80], [-0.23, -3.02, -2.09], [0.58, -1.08, -0.35], [-0.76, 0.43, -1.37], [1.17, 0.23, 0.14], [1.52, -0.40, 1.29]]
}

---

{
  "formula": "C19H35AuN2O",
  "method": "wB97M-V/def2-TZVPD",
  "e_homo_ev": [-13.70, -13.69],
  "e_above_lowest_kcal_mol": 10.8,
  "max_force_ev_per_a": 2.03,
  "spin_multiplicity": 3,
  "total_charge": 2,
  "s2": 2.01,
  "e_tot_ha": -1064.69018,
  "gap_ev": [6.20, 3.43],
  "species": ["Au", "O", "N", "N", "C", "C", "C", "C", "C", "C", "C", "C", "C", "C", "C", "C", "C", "C", "C", "C", "C", "C", "C", "H", "H", "H", "H", "H", "H", "H", "H", "H", "H", "H", "H", "H", "H", "H", "H", "H", "H", "H", "H", "H", "H", "H", "H", "H", "H", "H", "H", "H", "H", "H", "H", "H", "H", "H"],
  "coordinates": [[1.3101, 0.4515, -0.6941], [-1.5232, 0.1421, 1.4392], [-0.1877, 0.7478, 3.2470], [-1.5489, -1.1341, 3.3647], [0.9013, -1.7157, -1.4561], [0.0252, 3.1324, -1.3097], [-2.3647, -2.1536, 2.7664], [-0.5195, -1.7860, -1.6168], [0.4403, 1.7792, 2.4533], [-2.3132, -0.4974, -2.9423], [0.5510, 0.2568, 4.3978], [1.3996, -0.8237, -2.5145], [1.3802, 2.5859, -0.8457], [-1.4136, -2.7727, -0.9722], [-0.4159, -0.3791, 5.3730], [0.2394, -0.2639, -3.1713], [-1.1273, -1.5049, 4.6889], [1.7224, -2.7768, -0.8186], [2.7833, -0.8080, -3.0647], [-1.0993, -0.0670, 2.5956], [0.2454, 4.4618, -2.0232], [-0.9118, -0.8320, -2.5864], [0.2954, 0.6799, -4.3091], [2.7586, -2.4493, -0.6878], [-0.6865, 4.9696, -2.2633], [-0.6148, 3.2909, -0.4292], [1.6460, 3.2013, 0.0195], [-0.9901, -3.1294, -0.0239], [-3.2412, -2.3400, 3.4035], [0.1298, -0.7872, 6.2208], [1.3308, -3.0377, 0.1740], [-2.9548, -0.5036, -2.0466], [2.3745, 1.4488, 0.1324], [0.8448, 5.1335, -1.4037], [-2.6825, -1.8711, 1.7724], [-2.7258, -1.2139, -3.6717], [1.1421, 1.3742, -4.1958], [1.2932, -0.5014, 4.0755], [1.5021, 1.5592, 2.2615], [0.3778, 2.7388, 2.9795], [-0.4769, -2.3967, 4.6352], [-1.8093, -3.1063, 2.7055], [2.8727, -1.4609, -3.9440], [1.0597, 1.1113, 4.8393], [-0.6146, 1.2956, -4.3639], [0.4197, 0.1587, -5.2765], [3.0730, 0.2101, -3.3603], [-2.0195, -1.8192, 5.2421], [-2.4025, -2.3469, -0.7554], [3.5068, -1.1214, -2.3038], [-1.1284, 0.3588, 5.7365], [-2.3812, 0.5086, -3.3810], [-0.0592, 1.8519, 1.4802], [0.8014, 4.3376, -2.9568], [-1.5725, -3.6564, -1.6152], [1.7314, -3.6969, -1.4278], [-0.5070, 2.4159, -1.9500], [2.1341, 2.7512, -1.6225]],
  "atomic_forces_ev_per_a": [[0.19, 0.88, 0.91], [0.81, -0.23, 0.54], [-0.36, -0.14, -1.29], [0.06, 0.67, -1.48], [0.26, -0.76, -1.47], [-1.08, -1.04, 0.50], [-0.34, -0.56, -0.05], [-0.30, -0.40, 0.71], [0.01, 0.27, 0.01], [0.01, 0.41, 0.23], [-0.09, -0.25, -0.02], [-0.40, -0.66, -0.38], [0.97, 1.78, 0.02], [-0.09, 0.04, 0.55], [0.27, 0.11, 0.36], [1.45, 0.43, -0.37], [0.17, -0.35, 0.33], [0.27, 0.18, 0.78], [0.38, 0.43, 0.36], [-0.34, -0.77, 0.96], [0.74, 0.14, -0.19], [-1.66, 0.08, 0.00], [-0.09, 0.55, 0.03], [-0.13, -0.16, -0.05], [-0.13, -0.18, 0.15], [0.13, -0.15, -0.27], [0.31, -0.37, -0.06], [-0.10, 0.06, -0.29], [0.12, 0.06, -0.29], [0.01, 0.14, 0.15], [0.06, -0.03, -0.26], [0.19, -0.19, -0.29], [-1.19, -0.26, -0.69], [-0.13, 0.02, 0.03], [-0.11, 0.16, -0.05], [0.09, 0.09, 0.18], [-0.12, -0.31, -0.12], [-0.03, 0.36, 0.14], [-0.02, -0.05, 0.21], [0.09, -0.07, -0.19], [-0.09, 0.19, -0.06], [-0.08, 0.20, 0.03], [-0.09, 0.09, 0.18], [0.12, -0.09, 0.06], [0.23, -0.33, -0.11], [-0.05, 0.09, 0.35], [-0.12, -0.26, -0.13], [0.13, 0.11, 0.04], [0.24, -0.06, -0.15], [-0.12, -0.10, -0.28], [0.02, 0.11, 0.02], [0.04, -0.39, 0.00], [-0.10, 0.06, 0.41], [-0.07, -0.08, 0.03], [0.12, 0.28, 0.04], [-0.11, 0.31, 0.06], [0.03, 0.21, -0.04], [0.03, -0.25, 0.23]]
}

---

{
  "formula": "C2H6N2O2",
  "method": "wB97M-V/def2-TZVPD",
  "e_homo_ev": [-8.93, -8.73],
  "e_above_lowest_kcal_mol": 169.8,
  "max_force_ev_per_a": 3.99,
  "e_tot_ha": -339.56205,
  "gap_ev": [7.57, 8.78],
  "species": ["O", "O", "N", "N", "C", "C", "H", "H", "H", "H", "H", "H"],
  "coordinates": [[-1.0502, -0.0991, 1.2981], [-2.1480, 0.9153, -0.2099], [-1.3962, 0.0177, 0.1203], [0.0713, -1.7463, -0.4723], [-0.7910, -0.7496, -0.8280], [1.3468, 1.4438, 0.5269], [0.7946, 0.5830, 0.5887], [0.9018, -1.8496, -1.0458], [2.4284, 1.5342, 0.7611], [0.2000, -1.7899, 0.4618], [-1.0524, -0.5477, -1.9204], [0.6950, 2.2880, 0.7195]],
  "atomic_forces_ev_per_a": [[0.30, -1.28, 0.88], [-1.15, 0.60, -1.30], [0.36, 0.81, 1.02], [-1.03, 1.22, -3.66], [0.26, -0.88, -2.75], [1.41, 2.31, 0.50], [-0.31, -2.16, 0.06], [-0.33, -0.18, 0.05], [-1.04, -0.25, -0.36], [0.71, -0.29, 3.80], [0.44, -0.25, 1.96], [0.38, 0.34, -0.19]]
}

---

{
  "formula": "C17H26N6O3S",
  "method": "wB97M-V/def2-TZVPD",
  "e_homo_ev": -7.90,
  "e_above_lowest_kcal_mol": 441.1,
  "max_force_ev_per_a": 15.48,
  "e_tot_ha": -1615.23089,
  "gap_ev": 7.94,
  "species": ["S", "O", "O", "O", "N", "N", "N", "N", "N", "N", "C", "C", "C", "C", "C", "C", "C", "C", "C", "C", "C", "C", "C", "C", "C", "C", "C", "H", "H", "H", "H", "H", "H", "H", "H", "H", "H", "H", "H", "H", "H", "H", "H", "H", "H", "H", "H", "H", "H", "H", "H", "H", "H"],
  "coordinates": [[0.1001, 0.1658, -1.8984], [-5.3351, -0.7306, -1.1257], [-2.9093, 3.1417, -0.8551], [-1.8132, -0.8494, 1.8592], [2.6219, -0.2586, 1.5572], [-0.3845, 1.3266, 1.9098], [2.5897, 0.3338, -2.6081], [-3.4995, -0.7243, 0.2809], [-4.1133, 1.0872, -0.7407], [2.1080, -0.9708, -0.8430], [2.3497, 1.2787, -3.6102], [-2.9936, 1.9851, -0.5134], [-2.0812, -2.7226, -1.0398], [3.6995, -0.6286, 0.9739], [-2.8430, -3.0536, -0.1859], [1.0824, -1.3360, 0.1973], [-2.3398, -0.1500, 0.9409], [3.3147, -1.4818, -0.3087], [-1.0273, 2.0511, 1.0829], [1.5715, -1.3464, 1.7464], [-2.1094, 1.2168, 0.5628], [2.1490, 1.1903, 1.4793], [-0.6369, 3.2285, 0.7646], [1.0776, 1.3380, 2.3524], [-3.6722, -1.9945, 0.5861], [1.6324, -0.1224, -1.6066], [-4.3246, -0.2631, -0.7959], [-4.4653, 1.5380, -1.5597], [-0.5143, 3.1414, -0.6289], [1.4463, 1.9041, -3.7136], [2.1393, 0.6160, -4.3955], [0.8073, -2.5067, 0.0865], [1.0395, 2.7154, 2.7723], [3.2729, 1.8700, -3.8331], [-1.7519, -1.6421, -1.5142], [3.0126, 1.7797, 1.3755], [-1.5504, -3.4322, -1.7072], [0.1109, -0.9243, -0.0111], [3.3078, -2.5599, -0.1347], [0.8631, -1.0145, 2.2999], [2.2034, -2.2586, 2.0239], [1.7086, 1.2598, 0.7010], [3.4125, -0.0308, -2.3830], [4.3210, 0.5186, 0.5718], [-1.2992, 3.7787, 0.7385], [-3.1414, -4.0309, 0.0334], [4.0474, -1.4205, -1.2205], [4.5055, -1.3482, 1.5045], [-0.6092, 0.2382, 2.4159], [-3.7759, -2.1726, 1.7301], [0.3554, 3.4180, 0.9775], [1.2031, 1.0218, 3.4138], [-4.8623, -2.1694, 0.2946]],
  "atomic_forces_ev_per_a": [[-3.83, 1.88, -0.89], [-2.43, -2.28, -2.55], [-0.52, -0.96, -0.56], [-0.26, 1.10, -1.51], [-4.92, 2.62, 5.83], [5.94, -6.82, 6.02], [-5.43, 0.48, 4.46], [2.49, 1.98, -0.96], [0.74, 4.78, -4.13], [-1.93, -5.23, 8.41], [0.76, 0.89, -2.11], [1.11, -4.61, 4.88], [9.05, 4.36, -10.97], [7.73, -0.37, -4.82], [-7.73, 0.04, 8.40], [-1.06, -6.18, 1.51], [-1.50, 0.91, -0.14], [3.89, 1.25, -3.53], [-4.71, -11.35, 0.72], [7.27, 0.08, -7.45], [-0.66, 3.92, -1.84], [5.62, -5.17, 5.65], [12.53, -2.50, -8.21], [-4.13, 8.81, 6.31], [-5.18, -6.69, 2.34], [3.22, 4.05, -8.14], [3.52, 3.18, 5.94], [-1.63, 0.19, -0.62], [-0.33, 0.12, 3.85], [0.42, -0.12, 1.65], [0.09, -0.31, -2.45], [0.65, 2.22, -0.50], [0.87, -3.52, -1.11], [-0.84, -0.38, 0.19], [-1.25, -2.35, 2.01], [0.98, 1.14, 1.02], [-0.37, 0.03, 0.66], [0.20, 0.70, 0.52], [-0.73, 0.09, 0.22], [-4.51, 1.34, 4.05], [-1.60, 1.06, -0.06], [-4.98, 1.07, -10.96], [4.61, -0.96, 0.21], [-1.44, -3.76, 1.11], [-11.00, 10.88, 0.00], [-0.06, -1.52, 0.35], [-0.42, 0.00, 1.98], [-1.43, 1.67, -0.37], [-1.61, 3.59, -3.20], [0.86, 0.14, -1.87], [1.50, 1.33, 1.16], [-0.47, -0.57, -1.04], [2.93, -0.24, 0.54]]
}